Record 1
This record from the OMol25 dataset describes 4 unconnected molecules or ions with the total composition C24H60N4 at a distorted geometry. The level of theory is the ωB97M-V functional and the def2-TZVPD basis.

Atoms and positions in Å:
C  -5.05476  8.09871  -13.44654
C  -5.40544  8.92255  -12.23361
N  -6.81264  9.37399  -12.34497
C  -7.44349  9.58991  -11.02730
C  -7.81256  8.26108  -10.37491
C  -7.03506  10.49769  -13.23416
C  -8.41774  10.52255  -13.84999
H  -5.11088  8.66309  -14.37734
H  -5.71587  7.24817  -13.61071
H  -4.03944  7.71768  -13.28999
H  -5.31346  8.35702  -11.30969
H  -4.74446  9.79509  -12.13204
H  -6.68763  10.13124  -10.43141
H  -8.29660  10.25954  -11.09628
H  -8.43121  8.46546  -9.49522
H  -8.35470  7.61753  -11.06580
H  -6.96341  7.68395  -10.00959
H  -6.24789  10.49157  -13.99782
H  -6.82683  11.47472  -12.74892
H  -9.21752  10.32271  -13.13667
H  -8.55128  9.65652  -14.50527
H  -8.43967  11.48610  -14.36138
C  -1.17265  12.86991  -4.96204
C  -0.39724  11.92716  -5.86279
N  -0.57465  12.05060  -7.31330
C  -1.93371  12.29538  -7.75411
C  -2.90789  11.21845  -7.26244
C  0.42954  12.78013  -8.05819
C  0.40437  14.31847  -7.88842
H  -0.76071  13.88569  -4.97314
H  -1.04249  12.59184  -3.91362
H  -2.22694  12.98804  -5.20744
H  0.64896  12.17482  -5.65562
H  -0.52661  10.86789  -5.63368
H  -2.26152  13.28552  -7.40084
H  -2.05538  12.31630  -8.83812
H  -3.93652  11.45403  -7.53723
H  -2.64192  10.26144  -7.72030
H  -2.90024  11.00232  -6.19353
H  0.28245  12.55292  -9.12024
H  1.41596  12.32931  -7.92287
H  -0.43238  14.68265  -7.30060
H  0.50495  14.75986  -8.87985
H  1.30199  14.66268  -7.36289
C  -1.32449  15.16105  -11.41575
C  -2.72636  14.92419  -12.00519
N  -2.92415  15.55110  -13.30689
C  -2.82617  17.00572  -13.16529
C  -2.95111  17.78365  -14.47734
C  -4.24762  15.21487  -13.81686
C  -4.37939  13.71325  -14.16246
H  -1.03215  14.38182  -10.70959
H  -1.34177  16.14920  -10.96208
H  -0.55294  15.01526  -12.17506
H  -2.77557  13.83861  -12.11868
H  -3.50556  15.25321  -11.30350
H  -3.57994  17.36148  -12.44040
H  -1.87664  17.27802  -12.69785
H  -2.53468  18.78212  -14.33217
H  -2.48274  17.28196  -15.31806
H  -4.01316  17.98556  -14.63344
H  -4.43443  15.76618  -14.73355
H  -5.03877  15.44444  -13.08639
H  -5.09853  13.61197  -14.97394
H  -4.74289  13.12412  -13.32023
H  -3.39822  13.33239  -14.44570
C  0.38573  21.23306  -6.29416
C  -0.44416  19.96063  -6.56433
N  -1.63671  20.17253  -7.34277
C  -2.52542  21.19150  -6.82917
C  -3.00350  20.89440  -5.40342
C  -1.48229  20.26478  -8.78528
C  -0.96836  18.98449  -9.46135
H  1.36131  20.96274  -5.86184
H  -0.01931  21.83253  -5.47501
H  0.68102  21.86419  -7.13197
H  0.19394  19.24769  -7.09031
H  -0.61394  19.49014  -5.59536
H  -3.42450  21.26986  -7.44175
H  -2.11163  22.20942  -6.80841
H  -3.47887  19.92072  -5.23848
H  -3.78006  21.61222  -5.13422
H  -2.20213  20.86163  -4.66212
H  -2.49667  20.32928  -9.18293
H  -0.90458  21.13875  -9.10195
H  -1.57904  18.11188  -9.21879
H  -1.16556  19.08636  -10.53155
H  0.07888  18.79697  -9.23253

Computed properties:
total charge	0
SMILES	CCN(CC)CC.CCN(CC)CC.CCN(CC)CC.CCN(CC)CC
gap between HOMO and LUMO	8.692	eV
energy relative to the best compared isomer or geometry (same formula, charge and spin)	123.8	kJ/mol
LUMO level	0.02625	Eh
highest occupied orbital energy	-7.98	eV
E	-31819.294	eV

Mulliken atomic charge list, values in e, 4 entries: -1.249 -0.457 0.316 -0.596



Record 2
This record from the OMol25 dataset describes a molecular structure, C24H60N4NaO12SSn2 at a distorted geometry. The level of theory is the ωB97M-V functional and the def2-TZVPD basis.

Atoms and positions in Å:
Sn  -0.98586  2.97683  0.04591
Sn  -6.18212  -1.49941  0.09541
Na  2.14776  -4.00650  0.76617
S  -1.50301  -1.56713  -0.50172
O  -2.33156  -0.75696  0.31386
O  -0.51173  -2.10864  0.39438
O  -2.35136  -2.58975  -1.21622
O  -0.90457  -0.66383  -1.43793
C  4.60347  -2.11761  3.00767
O  3.22311  -1.73112  3.18907
C  2.96360  -0.70345  4.18242
C  1.42055  -0.67616  4.49246
N  0.60108  0.27532  3.71177
C  -0.64126  0.70906  4.35200
C  -0.43464  1.91373  5.27426
O  -0.90526  3.00682  4.57339
C  -2.13166  3.49279  4.97945
H  5.15889  -1.25270  2.64497
H  4.67555  -2.99256  2.36162
H  4.88410  -2.36566  4.03129
H  3.33441  0.23926  3.78004
H  3.55475  -0.94727  5.06513
H  1.49289  -0.42860  5.55150
H  1.11596  -1.72101  4.43235
H  0.28667  -0.32044  2.95923
H  -0.94898  -0.15224  4.94494
H  -1.40770  0.85276  3.59040
H  0.59682  2.16650  5.51982
H  -0.89870  1.77486  6.25071
H  -2.37513  4.43744  4.49321
H  -2.00287  3.67103  6.04704
H  -3.00195  2.88537  4.73095
C  6.21891  7.26279  3.04648
O  5.36018  6.12763  2.70649
C  3.99957  6.35922  2.95981
C  3.32216  5.00875  2.54678
N  3.08105  4.82813  1.07473
C  4.14262  4.73543  0.19430
C  3.65773  4.04085  -1.07512
O  3.11449  2.73910  -0.81623
C  3.96337  1.80838  -0.17060
H  6.54279  7.30199  4.08651
H  5.75510  8.22256  2.81883
H  7.17649  7.37578  2.53817
H  3.79750  7.16300  2.25184
H  3.91794  6.60100  4.01951
H  2.28735  4.98481  2.88835
H  3.83766  4.10865  2.88172
H  2.97110  5.81814  0.90775
H  5.04454  4.29825  0.62269
H  4.38624  5.77323  -0.03312
H  4.45007  4.02165  -1.82340
H  2.90375  4.66339  -1.55686
H  3.25961  1.02665  0.11528
H  4.57193  1.97762  0.71771
H  4.59430  1.38511  -0.95218
C  1.93783  -4.06193  -8.91567
O  1.71423  -2.82842  -8.36110
C  2.90791  -2.03511  -8.28363
C  2.50703  -0.48644  -7.99461
N  1.98122  -0.34916  -6.54933
C  1.48144  0.97875  -6.16584
C  0.34833  1.50313  -7.04277
O  -0.58192  0.47425  -7.24263
C  -1.72120  0.85877  -7.91740
H  2.65879  -4.68197  -8.38287
H  2.24367  -3.69843  -9.89670
H  0.97626  -4.56659  -9.00931
H  3.48630  -2.06900  -9.20689
H  3.47064  -2.43335  -7.43934
H  1.86416  -0.08758  -8.77929
H  3.39196  0.14995  -7.99245
H  2.47284  -0.85513  -5.82655
H  2.29422  1.70343  -6.21400
H  0.99862  0.99146  -5.18868
H  0.90709  1.86492  -7.90590
H  -0.06942  2.35543  -6.50690
H  -1.73288  1.33341  -8.89857
H  -2.26847  1.45607  -7.18813
H  -2.31852  -0.02480  -8.14234
C  -5.74073  -1.02312  4.51324
O  -5.57720  -2.16939  3.65079
C  -5.35076  -3.32365  4.30242
C  -5.35205  -4.69016  3.43965
N  -4.84710  -4.49507  2.06076
C  -4.85949  -5.68970  1.19021
C  -6.28663  -6.15198  0.66700
O  -6.92463  -4.97805  0.13266
C  -7.91090  -5.19816  -0.86981
H  -4.88838  -1.03255  5.19259
H  -6.67648  -0.96398  5.06909
H  -5.81320  -0.17210  3.83604
H  -6.01594  -3.47145  5.15319
H  -4.35058  -3.39747  4.72935
H  -6.35124  -5.11926  3.36482
H  -4.71202  -5.42367  3.92998
H  -3.85783  -4.43336  2.25477
H  -4.31567  -6.49285  1.68749
H  -4.29063  -5.40315  0.30567
H  -6.87945  -6.64633  1.43660
H  -6.12618  -6.98449  -0.01804
H  -7.64505  -5.49982  -1.88294
H  -8.39863  -4.24984  -1.09544
H  -8.67706  -5.91488  -0.57418

Computed properties:
total charge	+3
gap between HOMO and LUMO	1.750	eV
energy relative to the best compared isomer or geometry (same formula, charge and spin)	830.4	kJ/mol
LUMO level	-0.40917	Eh
highest occupied orbital energy	-12.88	eV
E	-83261.621	eV

Mulliken atomic charge list, values in e, 4 entries: 1.340 1.424 0.930 1.158



Record 3
This record from the OMol25 dataset describes a molecular structure, C24H61NO13PS12 at a distorted geometry. The level of theory is the ωB97M-V functional and the def2-TZVPD basis.

Atoms and positions in Å:
O  -5.24868  1.38689  -3.16373
C  -5.18972  1.20973  -1.92991
O  -6.35011  0.96284  -1.11860
C  -3.79498  1.28618  -1.09666
C  -3.10526  -0.06569  -0.73186
C  -1.78321  0.03691  0.09147
S  -0.88464  -1.50054  0.59438
N  -1.23845  1.30411  0.51072
C  -1.84718  2.59021  0.18782
P  -1.05867  4.18672  0.81385
O  0.28987  3.71934  1.76208
O  -2.16441  4.91442  1.92271
S  -0.53521  5.35139  -0.63556
C  -3.17218  2.64446  -0.64757
S  -3.98947  4.26176  -1.10121
H  -5.99217  0.55484  -0.28437
H  -3.52842  -1.08271  -1.02115
H  -1.30976  -1.89509  1.87223
H  -0.36834  1.30464  1.08012
H  -0.04679  3.08672  2.45632
H  -2.87878  5.30024  1.34461
H  -5.38214  4.04501  -1.08651
C  1.32434  3.53310  3.67722
S  0.26348  2.07502  3.61348
O  -0.56002  2.16994  2.35855
C  -0.79806  2.54924  4.99214
H  2.05220  3.46711  2.86646
H  0.72481  4.43666  3.55299
H  1.84999  3.55868  4.63307
H  -1.26744  3.51364  4.78653
H  -0.20325  2.60693  5.90592
H  -1.57092  1.78809  5.11209
C  -4.65113  -1.36809  -3.80451
S  -4.81086  -3.10673  -4.26409
O  -3.86206  -3.87612  -3.39707
C  -4.03835  -2.93372  -5.88443
H  -5.03084  -1.23888  -2.79037
H  -3.59832  -1.08034  -3.83738
H  -5.23206  -0.74707  -4.48730
H  -3.03292  -2.52702  -5.76377
H  -4.63548  -2.27824  -6.52078
H  -3.97655  -3.92141  -6.34326
C  -1.44097  9.48856  4.44964
S  -1.51750  8.16453  3.22513
O  -2.71559  8.41449  2.36528
C  -1.95028  6.85687  4.39238
H  -1.21772  10.42300  3.93328
H  -2.39990  9.57836  4.96276
H  -0.64812  9.27511  5.16864
H  -2.87806  7.11051  4.90912
H  -1.14090  6.72981  5.11400
H  -2.08698  5.92965  3.83779
C  0.22219  -3.33649  -6.26871
S  -0.56547  -2.66000  -7.73988
O  -1.65145  -3.60987  -8.13185
C  0.80535  -2.91001  -8.88658
H  -0.50661  -3.29170  -5.45774
H  0.52135  -4.37411  -6.42855
H  1.09222  -2.73196  -6.00544
H  1.07102  -3.96801  -8.92491
H  1.66384  -2.31840  -8.56334
H  0.49179  -2.57900  -9.87781
C  2.83167  2.59438  -1.23502
S  3.07154  2.17950  0.50537
O  4.06108  3.15030  1.06743
C  3.94510  0.62664  0.20858
H  2.33064  3.56175  -1.29296
H  3.79688  2.65535  -1.74046
H  2.20654  1.83501  -1.70830
H  4.83894  0.80836  -0.39057
H  3.27936  -0.06501  -0.31125
H  4.23362  0.19629  1.16902
C  3.12431  -6.60029  -2.48899
S  2.55246  -5.57356  -3.85939
O  3.25484  -4.25684  -3.78373
C  0.88537  -5.31148  -3.21864
H  4.17164  -6.85256  -2.66082
H  3.03283  -6.05299  -1.54902
H  2.53422  -7.51742  -2.44919
H  0.93381  -4.83883  -2.23571
H  0.36621  -6.26919  -3.14995
H  0.34823  -4.65927  -3.90784
C  3.18631  2.30330  9.31989
S  2.54248  2.74876  7.69385
O  1.60682  1.66021  7.26732
C  4.09364  2.51021  6.80193
H  2.36725  2.34723  10.03883
H  3.59314  1.29104  9.29554
H  3.96166  3.01346  9.61221
H  4.44491  1.48505  6.93261
H  4.84036  3.21366  7.17447
H  3.91681  2.70005  5.74188
C  -4.56574  -5.06347  -0.33359
S  -4.49847  -4.39334  1.34113
O  -3.77891  -3.08059  1.27017
C  -3.33660  -5.61218  1.98992
H  -5.21520  -4.42618  -0.93506
H  -3.56621  -5.07657  -0.77126
H  -4.97737  -6.07371  -0.30557
H  -2.41199  -5.59176  1.40978
H  -3.78687  -6.60518  1.94429
H  -3.11775  -5.36292  3.02954
C  6.05367  -3.36195  -2.87845
S  5.69430  -2.52764  -1.32169
O  6.22541  -1.13428  -1.43886
C  6.84875  -3.46607  -0.29893
H  5.44433  -2.88834  -3.64814
H  7.10909  -3.26717  -3.14076
H  5.78217  -4.41499  -2.79630
H  7.86270  -3.36162  -0.68937
H  6.55612  -4.51770  -0.28973
H  6.80981  -3.07195  0.71790

Computed properties:
total charge	+1
gap between HOMO and LUMO	6.076	eV
LUMO level	-0.15900	Eh
highest occupied orbital energy	-10.40	eV
E	-193276.003	eV

Mulliken atomic charge list, values in e, 4 entries: -0.455 0.013 -0.430 0.586



Record 4
This record from the OMol25 dataset describes a molecular structure, C24H62BrNO21P5S2 at a distorted geometry. The level of theory is the ωB97M-V functional and the def2-TZVPD basis.

Atoms and positions in Å:
O  -4.95346  3.18517  -4.98280
S  -4.59583  4.65003  -4.89074
O  -4.02838  5.08965  -6.19809
N  -5.78795  5.61849  -4.22345
S  -6.99502  6.06181  -5.30797
O  -6.56373  6.49127  -6.66948
O  -7.72023  7.23027  -4.68012
P  -8.52972  4.57059  -5.59006
O  -7.85867  3.10541  -6.10329
Br  -9.37117  4.29964  -3.47442
H  -3.53792  4.70716  -3.97717
H  -7.30012  2.78772  -5.36141
O  -0.78920  2.85937  -3.87272
P  -0.36460  1.49461  -4.41330
O  1.26768  1.61413  -4.16329
C  1.76894  1.51169  -2.83848
C  1.79340  0.06782  -2.37051
O  -0.39119  1.92205  -6.01740
C  -1.33876  2.88028  -6.49851
C  -0.65061  4.20820  -6.73882
O  -0.14230  -0.12277  -4.89858
C  -0.97206  -0.68723  -5.91658
C  -0.14942  -0.87687  -7.17599
H  1.17649  2.13452  -2.16014
H  2.78643  1.90897  -2.84971
H  0.77771  -0.32290  -2.26425
H  2.29757  -0.01505  -1.40475
H  2.30709  -0.56577  -3.09598
H  -2.18124  2.98574  -5.81466
H  -1.74114  2.50124  -7.44230
H  -0.15472  4.56980  -5.83649
H  -1.36677  4.96175  -7.07105
H  0.12537  4.09956  -7.50219
H  -1.85541  -0.07316  -6.09967
H  -1.31839  -1.66140  -5.55858
H  0.24215  0.07042  -7.55034
H  -0.74707  -1.33896  -7.96436
H  0.71727  -1.51281  -6.97377
O  -9.36607  1.80576  -0.43080
P  -9.77565  0.37188  -0.10622
O  -9.36776  0.33895  1.49709
C  -10.18674  1.03079  2.42910
C  -11.45655  0.25409  2.72674
O  -8.39477  -0.33796  -0.69850
C  -7.70906  0.22850  -1.81883
C  -6.45929  0.94753  -1.35171
O  -10.44876  -1.18410  0.06140
C  -10.37574  -2.11963  -1.01695
C  -9.39132  -3.21478  -0.65584
H  -10.41795  2.03468  2.05852
H  -9.60400  1.14230  3.34592
H  -12.09958  0.20786  1.84338
H  -12.01824  0.72513  3.53659
H  -11.22240  -0.77429  3.00842
H  -8.35998  0.89279  -2.39071
H  -7.43069  -0.59554  -2.48339
H  -6.69351  1.71458  -0.61272
H  -5.94161  1.41737  -2.19096
H  -5.77652  0.24320  -0.86917
H  -10.10886  -1.62967  -1.95503
H  -11.37152  -2.55420  -1.14580
H  -8.38847  -2.81874  -0.48795
H  -9.33793  -3.96550  -1.44691
H  -9.69084  -3.70562  0.27441
O  1.99154  -3.52126  0.64924
P  2.65782  -3.75563  2.00513
O  3.62014  -2.41335  1.96682
C  3.03756  -1.14861  2.23750
C  2.81856  -0.95523  3.72649
O  3.78197  -4.81778  1.39196
C  3.43402  -5.72065  0.34430
C  4.01331  -5.23383  -0.96908
O  3.33906  -4.09541  3.52793
C  3.57492  -5.44745  3.92966
C  5.06819  -5.70830  3.92483
H  2.10003  -1.03680  1.68349
H  3.73084  -0.38833  1.87194
H  2.05820  -1.64712  4.10028
H  2.49107  0.06396  3.94090
H  3.73707  -1.15673  4.28067
H  2.35303  -5.85687  0.27711
H  3.86353  -6.69578  0.59512
H  3.67923  -4.22205  -1.20131
H  3.72728  -5.89390  -1.79075
H  5.10404  -5.19960  -0.91123
H  3.03879  -6.15474  3.29425
H  3.18861  -5.56274  4.94651
H  5.50198  -5.57356  2.93252
H  5.28798  -6.72378  4.26035
H  5.58011  -5.00340  4.58384
O  6.64864  1.65835  4.74097
P  7.94925  0.85854  4.79026
O  7.59626  -0.13766  6.06148
C  6.67381  -1.20155  5.86437
C  7.31958  -2.35825  5.12446
O  8.82501  2.00205  5.62235
C  8.57234  3.39280  5.43194
C  7.80191  3.94336  6.61547
O  9.39669  -0.00391  4.54908
C  10.57047  0.66991  4.08654
C  11.57178  0.75480  5.22201
H  5.78791  -0.84068  5.33236
H  6.35328  -1.53467  6.85376
H  7.56667  -2.07273  4.09815
H  6.64875  -3.21784  5.08966
H  8.25180  -2.65461  5.60932
H  8.04723  3.57841  4.49318
H  9.54180  3.89573  5.36004
H  6.87118  3.39758  6.77374
H  7.56762  5.00024  6.47154
H  8.38894  3.83662  7.53102
H  10.33346  1.65553  3.68195
H  10.99407  0.07484  3.27249
H  11.17631  1.31608  6.07018
H  12.49472  1.23483  4.89078
H  11.81046  -0.24463  5.59574

Computed properties:
total charge	-1
gap between HOMO and LUMO	5.214	eV
LUMO level	-0.02176	Eh
highest occupied orbital energy	-5.81	eV
E	-208537.413	eV

Mulliken atomic charge list, values in e, 4 entries: -0.625 0.784 -0.562 -0.356



- Number 2 is which compound?
  C24H60N4NaO12SSn2



- Among the records above, which one has the highest LUMO level?
  C24H60N4



- Which value of E does entry 2 give?
  -83261.621 eV